{
  "formula": "C22H26N2O7S",
  "method": "ωB97M-V with the def2-TZVPD basis set",
  "molar_mass_g_mol": 462.52,
  "charge": 0,
  "lumo_energy_ev": -0.11,
  "smiles": "COc1ccc(NS(=O)(=O)c2ccc(O)c(C(=O)OCC(=O)NC3CCCCC3)c2)cc1",
  "e_tot_ha": -1888.36683,
  "homo_lumo_gap_ev": 8.51,
  "e_above_lowest_kcal_mol": 18.9,
  "homo_energy_ev": -8.62,
  "elements": ["C", "O", "C", "C", "C", "C", "N", "S", "O", "O", "C", "C", "C", "C", "O", "C", "C", "O", "O", "C", "C", "O", "N", "C", "C", "C", "C", "C", "C", "C", "C", "C", "H", "H", "H", "H", "H", "H", "H", "H", "H", "H", "H", "H", "H", "H", "H", "H", "H", "H", "H", "H", "H", "H", "H", "H", "H", "H"],
  "coordinates": [[-0.1921, -4.9158, -1.2906], [-0.3720, -3.8766, -0.3563], [0.7079, -3.1203, -0.0079], [1.9729, -3.2223, -0.5772], [2.9907, -2.3798, -0.1682], [2.7622, -1.4100, 0.8010], [3.7966, -0.5329, 1.1539], [4.5148, 0.4219, -0.0304], [5.4412, 1.2651, 0.6596], [4.9805, -0.4240, -1.0818], [3.1460, 1.4190, -0.6190], [3.1460, 2.7889, -0.3931], [2.0767, 3.5525, -0.8036], [0.9669, 2.9540, -1.4170], [-0.0491, 3.7285, -1.7834], [0.9630, 1.5533, -1.5998], [-0.2522, 0.8994, -2.1130], [-1.1971, 1.5065, -2.5837], [-0.2461, -0.4237, -1.9367], [-1.4471, -1.1106, -2.2734], [-2.6575, -0.6305, -1.4540], [-3.7808, -0.6887, -1.8963], [-2.3357, -0.1911, -0.2255], [-3.2763, 0.5258, 0.6135], [-3.0382, 2.0382, 0.5100], [-1.7355, 2.4543, 1.1881], [-1.7398, 2.0204, 2.6504], [-1.9040, 0.5070, 2.7495], [-3.1930, 0.0541, 2.0659], [2.0769, 0.8023, -1.2236], [1.5019, -1.3235, 1.3883], [0.4901, -2.1740, 0.9933], [-1.1657, -5.3935, -1.3882], [0.1222, -4.5333, -2.2672], [0.5380, -5.6497, -0.9367], [2.1826, -3.9559, -1.3387], [3.9670, -2.4445, -0.6186], [3.6264, 0.0134, 1.9850], [4.0017, 3.2281, 0.0950], [2.0603, 4.6213, -0.6631], [-0.7434, 3.1743, -2.2103], [-1.2559, -2.1626, -2.0582], [-1.6864, -0.9779, -3.3322], [-1.3697, -0.2029, 0.0637], [-4.2642, 0.2893, 0.2038], [-3.8727, 2.5547, 0.9869], [-3.0249, 2.3211, -0.5442], [-1.6175, 3.5369, 1.1167], [-0.8812, 1.9998, 0.6775], [-0.8103, 2.3273, 3.1349], [-2.5657, 2.5106, 3.1700], [-1.9259, 0.2014, 3.7976], [-1.0435, 0.0219, 2.2846], [-3.2730, -1.0341, 2.0971], [-4.0467, 0.4680, 2.6055], [2.0933, -0.2576, -1.4129], [1.3246, -0.5910, 2.1640], [-0.4874, -2.1327, 1.4486]],
  "atomic_forces_ev_per_a": [[0.01, -0.18, -0.14], [0.02, 0.26, 0.24], [0.04, 0.13, 0.07], [-0.28, -0.15, -0.11], [-0.03, 0.09, 0.26], [-0.39, -0.65, -0.35], [0.87, 0.55, -0.26], [-0.42, 0.33, 0.24], [-0.22, 0.13, 0.17], [-0.29, -0.17, -0.06], [0.69, -0.46, 0.17], [-0.06, 0.11, -0.01], [-0.17, -0.01, -0.09], [0.25, -0.42, 0.06], [-0.26, 0.18, -0.08], [0.07, 0.09, 0.04], [0.05, 0.29, 0.01], [0.02, -0.16, -0.05], [0.28, -0.01, 0.06], [-0.64, -0.07, -0.34], [0.59, -0.21, -0.20], [-0.28, -0.06, -0.25], [0.23, 0.08, 0.56], [-0.47, 0.12, 0.02], [0.14, -0.14, -0.12], [-0.29, 0.14, 0.16], [0.30, -0.13, -0.15], [-0.30, 0.18, 0.17], [0.14, -0.08, -0.14], [-0.21, 0.09, -0.14], [0.19, 0.02, -0.07], [-0.06, -0.21, -0.10], [0.10, 0.00, -0.03], [0.01, -0.01, 0.03], [-0.01, 0.03, -0.02], [-0.01, -0.08, -0.08], [0.07, -0.10, -0.02], [0.06, 0.13, 0.09], [0.06, 0.15, 0.05], [0.02, 0.12, 0.03], [0.26, 0.00, 0.11], [0.02, 0.09, 0.00], [0.00, 0.00, 0.19], [0.02, -0.06, -0.16], [0.17, 0.03, 0.11], [-0.07, 0.06, 0.02], [-0.09, 0.01, -0.01], [0.10, -0.01, -0.08], [0.10, 0.02, -0.05], [-0.03, 0.05, 0.07], [-0.04, 0.06, 0.08], [0.09, -0.09, -0.02], [0.14, -0.08, 0.00], [-0.10, -0.02, 0.00], [-0.05, 0.00, 0.05], [-0.10, -0.10, -0.05], [-0.07, 0.10, 0.06], [-0.13, 0.03, 0.08]]
}